Entry 1:
The following is a DFT calculation (wB97M-V/def2-TZVPD) of C25H28MgN6OS as an isolated structure.

```
62
Properties=species:S:1:pos:R:3:forces:R:3:nbo_charge:R:1
Mg 0.087841 -0.194700 0.150526 0.1 0.3 0.0 1.778
C -1.488003 -2.111663 1.448801 0.0 0.0 0.1 -0.271
N -1.614235 -1.359724 0.186819 -0.8 -0.6 0.2 -0.541
C -1.520234 -2.211587 -1.003066 0.0 -0.1 -0.1 -0.276
C -0.086042 -2.643623 -1.220672 0.1 -0.2 0.1 0.212
C 0.275416 -3.544930 -2.212349 0.0 0.0 0.0 -0.233
C 1.600830 -3.933068 -2.303472 0.0 0.0 0.0 -0.115
C 2.520000 -3.432905 -1.387327 0.0 0.0 0.0 -0.244
C 2.084143 -2.514659 -0.455301 0.0 -0.1 -0.1 0.067
N 0.810541 -2.108793 -0.385160 0.1 -0.6 -0.3 -0.605
C -2.818317 -0.521555 0.174738 0.0 0.1 -0.1 -0.268
C -2.559657 0.723578 -0.636748 -0.1 0.1 -0.1 0.216
C -3.576490 1.413328 -1.275516 0.0 0.0 0.0 -0.238
C -3.264299 2.562496 -1.984254 0.1 0.0 0.1 -0.112
C -1.943683 2.988543 -2.019744 -0.1 0.0 0.0 -0.239
C -0.988960 2.248567 -1.349571 0.0 0.1 0.0 0.070
N -1.283781 1.130003 -0.675688 -0.5 0.3 -0.2 -0.616
C -0.970786 -1.189776 2.531059 -0.1 0.0 0.2 0.213
C -1.401780 -1.271427 3.842942 0.0 0.0 0.0 -0.234
C -0.863475 -0.402461 4.782672 0.0 0.0 -0.1 -0.105
C 0.089328 0.521444 4.382268 0.0 0.0 0.0 -0.239
C 0.461779 0.554197 3.051672 0.0 0.0 0.1 0.079
N -0.055384 -0.282623 2.142271 -0.2 0.1 0.9 -0.643
H -2.431158 -2.578331 1.747521 0.0 0.0 0.0 0.222
H -0.754956 -2.905385 1.305603 -0.1 -0.1 0.0 0.246
H -2.166602 -3.093869 -0.924908 0.0 0.0 0.0 0.228
H -1.855052 -1.636644 -1.871194 -0.1 0.0 0.0 0.239
H -0.468852 -3.934222 -2.894747 0.0 0.0 0.0 0.243
H 1.913382 -4.627980 -3.071281 0.0 0.0 0.0 0.247
H 3.551467 -3.755057 -1.397270 0.0 0.0 0.0 0.248
H 2.757081 -2.081571 0.274977 0.0 0.0 -0.1 0.207
H -3.691329 -1.060796 -0.204817 0.0 0.0 0.0 0.223
H -3.041631 -0.215487 1.200382 0.0 -0.1 0.0 0.240
H -4.594622 1.050786 -1.223935 0.0 0.0 0.0 0.241
H -4.039455 3.112907 -2.499955 0.0 0.0 0.0 0.245
H -1.659589 3.875309 -2.568106 0.0 0.0 0.0 0.242
H 0.049102 2.552596 -1.317689 0.0 0.0 0.0 0.227
H -2.146367 -2.003089 4.126235 0.0 0.0 0.0 0.243
H -1.194147 -0.441445 5.811812 0.0 0.0 0.0 0.247
H 0.529661 1.213259 5.085514 0.0 0.0 0.0 0.251
H 1.179950 1.277869 2.684564 0.0 0.0 0.0 0.232
C 2.334443 1.050318 -3.007895 0.0 0.0 0.0 -0.710
C 2.480375 0.694740 -1.562423 0.1 0.0 -0.1 0.754
N 3.703991 0.652167 -1.053977 -0.1 -0.1 0.1 -0.747
O 1.484152 0.427228 -0.865639 1.3 0.7 -0.8 -0.838
H 3.291732 1.204172 -3.499229 0.0 0.0 0.0 0.237
H 1.740836 1.961717 -3.086354 0.0 0.0 0.1 0.257
H 1.786021 0.262332 -3.523922 0.0 0.0 0.0 0.256
H 4.521101 0.845291 -1.606149 0.0 0.1 -0.1 0.421
H 3.819698 0.530381 -0.060694 0.0 0.0 0.0 0.421
S 1.885895 3.186784 0.697877 0.0 -0.3 0.0 -0.403
C 1.926462 4.851592 0.443686 0.1 0.2 0.0 0.094
N 2.930742 5.385164 -0.311363 -0.2 0.2 0.2 -0.491
C 3.051818 6.703542 -0.605587 0.0 0.1 0.0 0.065
C 2.140248 7.593903 -0.138031 0.0 0.0 0.0 -0.275
C 1.093662 7.112533 0.674780 0.1 0.0 -0.1 -0.099
C 0.990594 5.778598 0.959400 0.0 0.0 -0.1 -0.270
H 3.646300 4.740058 -0.611725 0.0 -0.1 -0.1 0.429
H 3.900394 6.990873 -1.209046 0.0 -0.1 0.0 0.235
H 2.233356 8.643657 -0.368956 0.0 0.0 0.0 0.252
H 0.376052 7.814948 1.077838 0.0 0.0 0.0 0.241
H 0.203553 5.389497 1.587284 0.0 0.0 0.0 0.243
```
Positions in Å, forces in eV/Å.

Calculated values
- total energy (eV) = -53640.191
- molar mass (u) = 484.9
- energy above the lowest of the compared OMol25 structures with the same formula, charge and spin (kcal/mol) = 10.3
- net charge = +2
- Kohn-Sham gap (hartree) = 0.291

***

Entry 2:
The following is a DFT calculation (wB97M-V/def2-TZVPD) of one molecule with the formula C3H7ClO.

```
12
Properties=species:S:1:pos:R:3:forces:R:3:nbo_charge:R:1
C -1.107205 0.245241 -0.150856 0.7 0.4 2.6 -0.051
C 0.266743 -0.558970 -0.098304 -0.6 -0.4 -1.0 -0.456
C 1.365046 0.428506 0.072376 0.2 1.9 -1.6 -0.373
H -2.452564 -0.924331 0.856589 0.8 1.2 -2.6 0.474
H -1.101040 1.009206 0.730101 0.1 -1.2 -1.2 0.145
H -1.188263 0.897611 -1.025914 0.2 -0.5 -0.2 0.188
H 0.458436 -1.074306 -1.105838 -0.5 0.4 1.5 0.219
H 0.468593 -1.284592 0.727711 -1.2 0.2 -0.6 0.217
H 1.355788 1.092338 -0.828667 0.0 -0.2 0.9 0.206
H 1.286472 1.077936 0.966170 0.3 -0.7 -0.3 0.215
O -2.290442 -0.532813 -0.085502 -0.4 -1.1 2.0 -0.721
Cl 2.938433 -0.375825 -0.057870 0.4 -0.1 0.4 -0.063
```
Positions in Å, forces in eV/Å.

Calculated values
- total energy (eV) = -17793.701
- molar mass (u) = 94.5
- energy above the lowest of the compared OMol25 structures with the same formula, charge and spin (kcal/mol) = 7.6
- net charge = 0
- Kohn-Sham gap (hartree) = 0.408
- SMILES = OCCCCl

***

Entry 3:
The following is a DFT calculation (wB97M-V/def2-TZVPD) of C3H5FeO3 as an isolated structure.

```
12
Properties=species:S:1:pos:R:3:forces:R:3:nbo_charge:R:1
H -1.791462 1.276187 1.136537 2.4 -1.6 -1.7 0.217
O 1.402988 0.283281 0.024741 2.6 0.1 -1.2 -0.766
C 1.100876 -0.878661 -0.450818 -2.8 0.2 1.8 0.964
C -0.659856 0.771287 0.646481 -7.0 2.5 1.5 -0.679
O 1.941271 -1.800202 -0.293982 1.4 -0.8 -0.8 -0.729
O -0.132466 -1.135650 -0.756653 1.2 -0.5 -0.7 -0.432
C -1.079234 -0.047621 -0.565646 -0.2 0.8 0.5 -0.098
Fe 3.219693 -0.415032 0.236617 -0.4 -0.1 0.1 1.576
H -0.323274 1.777629 0.374286 1.2 -0.8 0.8 0.256
H -0.553352 0.155347 1.546737 1.3 0.6 -0.3 0.251
H -1.079855 0.552285 -1.481155 -0.1 -0.2 0.2 0.209
H -2.045334 -0.538851 -0.417150 0.4 0.0 -0.2 0.231
```
Positions in Å, forces in eV/Å.

Calculated values
- total energy (eV) = -43711.645
- molar mass (u) = 144.9
- energy above the lowest of the compared OMol25 structures with the same formula, charge and spin (kcal/mol) = 35.1
- multiplicity = 5
- net charge = +1
- Kohn-Sham gap (spin up / spin down) (hartree) = 0.264 / 0.265

***

Entry 4:
The following is a DFT calculation (wB97M-V/def2-TZVPD) of one molecule with the formula C3H3N3O2.

```
11
Properties=species:S:1:pos:R:3:forces:R:3:nbo_charge:R:1
C 0.350420 0.964370 -1.037457 -1.0 1.4 -1.9 0.257
C -0.821429 -0.786444 1.729652 0.9 2.9 1.0 0.342
C 0.260663 -1.233862 -0.155557 0.7 -2.4 2.0 0.856
H 0.394699 2.636216 -1.698078 0.5 1.1 -0.9 0.342
H 0.619121 0.453404 -2.060600 -0.2 1.0 2.1 0.198
H -0.854076 -1.038947 2.837359 -1.2 1.3 -1.4 0.225
N 0.186739 2.227885 -0.819494 0.2 -3.0 0.2 -0.581
N -0.080774 0.020243 -0.116989 -1.6 1.9 1.5 -0.335
N -0.762556 0.353778 1.064342 -0.3 -0.8 1.7 -0.284
O -0.287811 -1.779939 1.123254 1.7 -2.2 -3.3 -0.468
O 0.995005 -1.816704 -0.866432 0.2 -1.2 -0.9 -0.551
```
Positions in Å, forces in eV/Å.

Calculated values
- total energy (eV) = -11722.978
- molar mass (u) = 113.1
- energy above the lowest of the compared OMol25 structures with the same formula, charge and spin (kcal/mol) = 68.7
- net charge = 0
- Kohn-Sham gap (hartree) = 0.376
- SMILES = [H]/N=C/n1ncoc1=O

***

Entry 5:
The following is a DFT calculation (wB97M-V/def2-TZVPD) of C22H20AuBrF10N4O2 as an isolated structure.

```
60
Properties=species:S:1:pos:R:3:forces:R:3:nbo_charge:R:1
Au -0.429100 -0.273831 -0.496730 0.1 -0.4 0.5 0.555
C -2.793843 2.263668 0.874077 -0.2 0.1 -1.2 -0.412
N -2.859976 1.488501 -0.388976 0.2 0.5 0.6 -0.470
C -2.090105 2.115117 -1.486052 -0.3 -0.7 0.7 -0.223
C -0.749337 2.713493 -1.054205 -0.1 -0.5 -0.4 -0.290
N 0.037192 1.792057 -0.259775 0.0 -0.7 0.1 -0.402
C 1.180053 2.233623 0.368389 -0.8 -0.7 -0.2 0.023
C 1.540819 1.648273 1.600900 -0.6 0.2 -0.5 0.364
F 0.673506 0.836736 2.181215 0.1 -0.2 0.2 -0.271
C 2.709871 1.962211 2.234853 -0.3 -0.7 0.2 0.255
F 2.992461 1.324617 3.363209 0.3 0.2 0.2 -0.273
C 3.588411 2.831300 1.634499 -0.1 0.3 -0.7 0.345
F 4.782334 2.994548 2.141448 0.4 0.4 0.3 -0.257
C 3.238045 3.473665 0.436972 0.4 -0.4 0.7 0.286
F 4.107779 4.296331 -0.107532 0.2 0.2 -0.2 -0.263
C 2.063080 3.153863 -0.194905 0.4 0.3 0.4 0.336
F 1.843080 3.650391 -1.391706 -0.2 0.4 -0.5 -0.277
C -4.197738 1.020058 -0.765571 0.1 -0.4 0.5 -0.217
C -4.415607 -0.452236 -0.405106 0.1 -0.2 -0.6 -0.273
N -4.164193 -0.659693 1.001219 0.3 0.3 -0.1 -0.331
C -3.816668 -1.842258 1.445334 -0.4 -0.9 -0.4 0.026
C -3.929750 -3.098587 0.719159 0.0 -0.4 0.0 0.390
F -4.479995 -3.145721 -0.506523 0.1 0.2 0.5 -0.305
C -3.555079 -4.318162 1.255671 0.3 0.7 0.8 0.251
F -3.775522 -5.474057 0.629932 0.2 0.4 0.0 -0.280
C -2.908883 -4.300577 2.502992 -0.1 -0.3 -0.7 0.329
F -2.371915 -5.428753 2.976378 -0.3 0.4 0.0 -0.277
C -2.798486 -3.113697 3.245702 0.4 -1.7 0.2 0.246
F -2.160646 -3.226162 4.411029 -0.1 0.4 0.2 -0.284
C -3.330517 -1.958303 2.798205 -0.2 0.3 -0.9 0.363
F -3.317724 -0.899185 3.577881 0.1 0.5 0.1 -0.275
H -3.096211 3.308221 0.740189 -0.3 0.2 -0.1 0.161
H -1.761540 2.306562 1.159782 0.5 -0.2 0.6 0.187
H -3.393674 1.835728 1.665068 0.0 -0.4 -0.1 0.238
H -2.643643 2.905508 -1.977677 -0.3 0.5 -0.2 0.187
H -1.901502 1.351816 -2.252832 0.0 0.0 0.1 0.207
H -0.866424 3.645924 -0.501585 0.1 0.1 -0.1 0.216
H -0.205538 2.882965 -1.985764 0.0 0.4 0.0 0.247
H -4.320665 1.178273 -1.827314 -0.2 -0.2 -0.4 0.196
H -5.008380 1.531010 -0.264972 0.0 0.9 0.2 0.189
H -3.782994 -1.033747 -1.075938 0.3 -0.3 0.3 0.204
H -5.435908 -0.798717 -0.637483 0.0 0.4 0.0 0.214
O 4.961688 0.753362 -0.064349 -0.7 0.7 -1.6 -0.694
C 4.151150 0.856060 -1.182421 1.6 0.5 0.8 0.779
O 4.289133 1.782875 -1.934435 -0.2 -0.1 0.1 -0.588
C 3.138694 -0.232065 -1.409970 -0.6 -0.5 0.2 -0.188
N 3.110485 -1.267825 -0.376301 0.9 1.4 1.1 -0.679
C 3.948442 -2.378863 -0.841594 -0.6 -0.5 0.4 -0.227
C 3.552512 -2.472802 -2.313679 -0.3 0.0 0.8 -0.422
C 3.455221 -1.008129 -2.686241 0.8 0.6 -1.0 -0.405
H 2.227439 0.361936 -1.581486 -0.2 -0.6 0.6 0.234
H 2.190028 -1.511162 -0.047896 -0.1 -0.3 -0.2 0.408
H 4.667350 -0.048430 0.358048 -0.4 -1.0 0.7 0.499
H 3.742620 -3.264000 -0.220067 -0.1 0.2 -0.4 0.220
H 5.032396 -2.197492 -0.699208 -0.5 0.4 -0.2 0.183
H 2.574901 -2.960863 -2.379044 0.2 0.0 -0.1 0.219
H 4.291477 -2.983016 -2.888505 0.3 -0.5 -0.6 0.216
H 2.724468 -0.777875 -3.445823 -0.1 -0.1 -0.3 0.225
H 4.424448 -0.641813 -3.032228 0.0 -0.2 -0.4 0.213
Br -0.677531 -2.730678 -0.638252 0.1 1.0 0.0 -0.628
```
Positions in Å, forces in eV/Å.

Calculated values
- total energy (eV) = -134099.698
- molar mass (u) = 839.3
- energy above the lowest of the compared OMol25 structures with the same formula, charge and spin (kcal/mol) = 0.0
- multiplicity = 3
- net charge = 0
- Kohn-Sham gap (spin up / spin down) (hartree) = 0.302 / 0.215

***

Entry 6:
The following is a DFT calculation (wB97M-V/def2-TZVPD) of a 3-piece molecular cluster, C16H37IN2O6 overall.

```
62
Properties=species:S:1:pos:R:3:forces:R:3:nbo_charge:R:1
C -6.777561 -0.451108 -8.153946 0.1 0.0 -0.1 -0.642
C -6.949176 1.020624 -7.819794 -0.1 0.0 -0.1 -0.058
O -6.657851 1.333472 -6.468477 -0.1 -0.1 0.0 -0.535
C -5.298558 1.224612 -6.106594 0.1 0.1 0.0 -0.083
C -5.192395 0.261635 -4.943499 0.0 0.1 0.0 -0.083
O -3.876604 0.429378 -4.386300 0.1 -0.2 -0.2 -0.498
C -3.561138 -0.436182 -3.427783 0.1 0.4 0.4 0.987
O -4.318080 -1.132860 -2.813583 -0.1 -0.2 -0.2 -0.619
O -2.232140 -0.353351 -3.222736 0.0 -0.1 -0.3 -0.506
C -1.627568 -1.383598 -2.466368 0.0 0.0 0.2 0.027
I -1.979810 -1.055060 -0.353129 0.0 0.0 0.1 0.042
C -1.923723 -2.795813 -2.994768 0.1 -0.1 0.0 -0.456
C -2.358246 -3.861899 -2.001424 0.0 -0.1 -0.1 -0.610
H -6.868419 -0.593552 -9.232072 -0.1 0.0 0.0 0.216
H -7.532129 -1.055025 -7.651278 0.0 0.0 0.0 0.213
H -5.788365 -0.815867 -7.871960 0.0 0.0 0.0 0.202
H -6.350275 1.644370 -8.494534 0.1 0.0 0.1 0.161
H -7.991135 1.306960 -7.958367 0.0 0.0 0.0 0.191
H -4.915186 2.203537 -5.805350 0.0 0.0 0.0 0.187
H -4.687332 0.879641 -6.944730 0.0 0.0 0.0 0.172
H -5.956547 0.486070 -4.200957 0.0 0.0 0.0 0.204
H -5.306888 -0.771752 -5.273393 -0.1 0.0 0.1 0.185
H -0.569619 -1.170559 -2.533786 0.0 0.1 0.0 0.214
H -2.672965 -2.723474 -3.781173 0.0 0.1 0.0 0.221
H -1.002959 -3.133648 -3.476768 0.0 0.0 0.0 0.214
H -1.594521 -4.040975 -1.246234 0.0 0.1 0.1 0.212
H -2.509030 -4.799708 -2.537941 0.0 0.0 0.0 0.214
H -3.294812 -3.594406 -1.515681 0.0 0.0 0.0 0.228
C 2.083983 2.425872 1.822033 0.0 0.0 -0.1 -0.613
C 1.090977 1.273839 1.695733 0.1 0.0 0.0 -0.082
C -0.049344 1.314132 2.724092 0.1 0.0 -0.1 -0.071
O 0.332837 0.906966 4.020235 -0.2 0.0 0.1 -0.546
C 0.972815 1.888505 4.806316 0.0 -0.1 0.0 -0.246
N 1.826849 0.008048 1.729625 -0.1 0.0 0.1 -0.838
H 2.772139 2.264833 2.652328 0.0 0.0 0.0 0.201
H 2.682261 2.500193 0.914016 0.0 0.0 0.0 0.217
H 1.574092 3.379043 1.975666 0.0 0.0 0.0 0.202
H 0.617859 1.351563 0.711123 -0.1 0.0 0.0 0.190
H -0.814464 0.599051 2.411918 0.0 0.0 0.0 0.182
H -0.519003 2.307469 2.751837 0.1 0.0 0.0 0.161
H 0.507761 2.874019 4.689240 0.0 0.0 -0.1 0.160
H 2.034161 1.947978 4.566648 0.0 0.1 0.1 0.173
H 0.873018 1.579722 5.846920 0.0 0.0 0.0 0.186
H 1.194120 -0.755853 1.510486 0.0 0.0 -0.1 0.355
H 2.123295 -0.157266 2.689719 0.0 0.0 0.0 0.366
C 5.484965 -0.376474 3.503951 0.0 0.0 0.0 -0.620
C 5.256322 0.653855 4.605396 -0.1 -0.1 -0.1 -0.080
C 6.426144 0.803697 5.583758 0.0 0.1 0.0 -0.071
O 6.558349 -0.250273 6.516901 0.0 0.0 0.0 -0.548
C 7.236685 -1.398827 6.049838 0.0 0.0 0.0 -0.247
N 3.989308 0.354202 5.277844 0.1 0.1 0.1 -0.833
H 5.347887 -1.391873 3.877580 0.0 0.0 0.0 0.201
H 4.766224 -0.227219 2.697922 0.0 0.0 0.0 0.232
H 6.490241 -0.296811 3.085957 0.0 0.0 0.0 0.203
H 5.142155 1.631264 4.122839 0.0 0.0 0.0 0.186
H 6.255864 1.700077 6.185620 0.0 0.0 0.0 0.183
H 7.369104 0.944335 5.037827 0.0 0.0 0.0 0.163
H 8.046622 -1.128204 5.364378 0.0 0.0 0.0 0.166
H 6.567008 -2.098081 5.543366 0.0 0.0 0.0 0.166
H 7.664031 -1.897892 6.918677 0.0 0.0 0.0 0.190
H 3.761091 1.107245 5.920202 0.0 0.0 0.0 0.352
H 4.127673 -0.458593 5.872633 0.0 0.0 -0.1 0.360
```
Positions in Å, forces in eV/Å.

Calculated values
- total energy (eV) = -40556.468
- molar mass (u) = 480.4
- net charge = 0
- Kohn-Sham gap (hartree) = 0.348
- SMILES = CCOCCOC(=O)O[C@@H](I)CC.COC[C@@H](C)N.COC[C@@H](C)N